Record 1
{"formula": "C40H101N7O13", "method": "ωB97M-V/def2-TZVPD", "smiles": "COC[C@H](C)N.COCCNCCOC.COCCNCCOC.COCCNCCOC.COCCNCCOC.COCCNCCOC.COCCNCCOC", "homo_ev": -8.0, "gap_ev": 8.58, "e_above_lowest_kj_mol": 271.4, "species": ["C", "C", "C", "O", "C", "N", "H", "H", "H", "H", "H", "H", "H", "H", "H", "H", "H", "C", "O", "C", "C", "N", "C", "C", "O", "C", "H", "H", "H", "H", "H", "H", "H", "H", "H", "H", "H", "H", "H", "H", "H", "C", "O", "C", "C", "N", "C", "C", "O", "C", "H", "H", "H", "H", "H", "H", "H", "H", "H", "H", "H", "H", "H", "H", "H", "C", "O", "C", "C", "N", "C", "C", "O", "C", "H", "H", "H", "H", "H", "H", "H", "H", "H", "H", "H", "H", "H", "H", "H", "C", "O", "C", "C", "N", "C", "C", "O", "C", "H", "H", "H", "H", "H", "H", "H", "H", "H", "H", "H", "H", "H", "H", "H", "C", "O", "C", "C", "N", "C", "C", "O", "C", "H", "H", "H", "H", "H", "H", "H", "H", "H", "H", "H", "H", "H", "H", "H", "C", "O", "C", "C", "N", "C", "C", "O", "C", "H", "H", "H", "H", "H", "H", "H", "H", "H", "H", "H", "H", "H", "H", "H"], "positions_angstrom": [[12.50171, -16.82493, 18.00775], [11.11285, -16.43307, 18.40917], [10.86306, -14.93797, 18.06422], [9.59259, -14.46302, 18.41445], [9.55000, -13.07891, 18.08121], [10.10062, -17.34072, 17.87480], [12.80212, -17.84914, 18.22266], [13.24251, -16.15590, 18.44749], [12.66557, -16.71797, 16.92661], [11.06579, -16.38614, 19.50537], [11.01110, -14.96113, 16.97257], [11.64254, -14.37460, 18.58837], [8.50655, -12.76472, 17.99344], [9.90844, -12.88718, 17.06860], [9.95099, -12.42661, 18.85822], [9.13739, -17.07434, 18.06123], [10.12918, -17.23522, 16.85879], [22.25946, -15.32762, 14.23502], [21.64756, -15.82315, 15.40150], [20.81006, -14.88985, 16.02377], [19.81416, -15.62587, 16.91191], [18.86000, -16.34027, 16.07971], [18.11243, -17.41282, 16.70929], [17.14548, -17.94235, 15.65151], [16.10331, -17.03320, 15.41384], [15.04971, -17.59324, 14.66212], [21.53498, -14.87163, 13.55712], [22.63550, -16.17844, 13.65794], [23.16251, -14.72658, 14.36251], [20.13850, -14.36387, 15.32361], [21.42124, -14.08975, 16.45921], [19.22618, -14.98269, 17.57457], [20.34500, -16.32316, 17.58096], [19.33692, -16.65594, 15.24348], [17.50481, -17.06408, 17.54836], [18.72503, -18.17853, 17.20738], [16.65816, -18.80661, 16.13572], [17.66078, -18.28367, 14.74818], [14.40068, -16.77946, 14.35187], [14.47328, -18.31615, 15.25761], [15.46129, -18.21286, 13.85755], [10.85850, -7.05888, 19.16522], [10.98774, -7.87324, 18.01264], [11.48529, -9.16166, 18.25776], [11.97718, -9.73164, 16.92968], [10.82244, -10.08343, 16.08465], [11.19423, -10.62891, 14.79305], [11.93859, -11.97366, 14.76193], [11.49862, -12.54870, 13.54925], [12.08756, -13.78477, 13.23699], [11.31474, -6.08570, 18.98348], [11.37450, -7.54847, 19.99405], [9.82431, -6.86932, 19.45867], [10.82557, -9.89257, 18.73010], [12.39387, -9.06925, 18.86790], [12.53991, -10.66413, 17.04518], [12.70708, -9.11664, 16.38567], [10.17996, -9.30776, 16.02155], [11.86954, -9.93754, 14.26854], [10.25455, -10.74828, 14.25395], [11.71729, -12.64354, 15.59969], [12.99100, -11.67741, 14.68652], [11.62166, -14.59426, 13.81650], [13.13943, -13.83977, 13.54345], [12.02424, -14.04615, 12.18419], [8.89377, -17.11914, 24.38440], [8.32662, -16.64370, 23.20405], [7.91896, -17.61520, 22.26030], [7.30465, -16.91435, 21.04883], [6.37637, -15.87164, 21.42811], [5.98796, -15.05161, 20.28461], [6.95028, -13.83300, 20.23440], [6.60131, -12.95483, 21.28010], [7.70197, -12.20838, 21.77206], [9.92065, -17.46117, 24.17603], [8.26391, -17.87526, 24.86101], [9.11638, -16.30070, 25.07284], [7.07070, -18.10305, 22.76056], [8.69416, -18.32019, 21.95698], [6.91237, -17.61478, 20.30752], [8.18695, -16.53012, 20.49671], [6.66169, -15.43664, 22.28934], [4.95022, -14.73063, 20.42532], [5.92084, -15.67383, 19.39252], [6.71583, -13.34826, 19.27785], [7.93754, -14.28057, 20.33286], [8.49629, -12.75369, 22.28972], [7.25400, -11.63848, 22.59127], [8.06603, -11.53074, 20.99875], [15.50462, -14.11932, 17.26898], [15.08931, -14.46745, 18.54965], [15.79378, -15.50856, 19.16727], [15.50313, -15.52486, 20.69085], [14.24086, -16.09234, 21.08130], [14.15709, -17.55177, 20.99553], [13.97038, -18.19412, 22.38714], [14.59821, -19.45953, 22.43987], [15.97041, -19.53511, 22.74955], [15.16229, -13.13185, 16.94017], [15.00896, -14.76094, 16.52347], [16.57699, -14.13237, 17.05037], [16.87446, -15.57188, 19.01545], [15.40425, -16.46726, 18.79590], [15.53096, -14.48933, 21.04755], [16.33053, -15.98309, 21.23799], [13.46956, -15.57627, 20.68977], [15.05446, -17.96845, 20.54160], [13.23651, -17.83214, 20.48238], [12.91887, -18.27882, 22.65435], [14.45397, -17.59439, 23.16945], [16.32215, -20.56533, 22.80253], [16.00845, -19.25397, 23.81071], [16.67708, -18.96381, 22.14731], [8.77206, -24.32907, 12.18016], [10.03840, -23.77407, 11.97123], [11.01679, -24.16822, 12.86705], [11.14700, -23.28569, 14.12220], [12.25304, -23.68212, 14.97500], [12.59598, -22.71648, 16.02026], [13.39430, -21.47235, 15.57397], [12.70862, -20.48922, 14.83921], [11.42487, -20.04626, 15.24956], [8.76226, -25.26359, 12.74659], [8.15634, -24.37174, 11.28301], [8.12351, -23.69717, 12.81120], [12.01047, -24.08355, 12.40798], [10.97498, -25.22788, 13.15058], [10.19859, -23.29726, 14.67057], [11.28488, -22.26356, 13.75696], [13.05107, -23.95760, 14.41799], [13.28467, -23.25927, 16.67480], [11.71415, -22.47016, 16.60931], [14.27969, -21.81044, 15.03428], [13.79117, -20.98479, 16.47782], [11.11575, -19.21844, 14.62023], [11.44546, -19.75443, 16.30431], [10.71854, -20.87256, 15.16572], [5.52409, -12.12093, 15.18219], [5.94805, -12.26212, 13.86117], [7.32703, -12.46283, 13.65357], [7.90606, -13.66750, 14.40900], [7.26482, -14.89382, 14.00585], [7.45633, -16.06292, 14.85945], [6.73148, -16.06764, 16.20403], [5.46861, -15.43306, 16.10112], [4.37532, -16.31457, 15.84651], [6.16995, -11.48928, 15.79853], [5.28659, -12.99964, 15.80371], [4.49901, -11.73264, 15.15792], [7.87985, -11.55447, 13.91430], [7.38866, -12.67780, 12.58682], [7.92128, -13.47320, 15.49449], [8.98477, -13.69368, 14.20280], [6.28228, -14.68204, 13.87268], [8.53705, -16.04378, 15.02660], [7.14329, -16.97529, 14.34759], [7.36613, -15.51854, 16.90586], [6.71762, -17.10974, 16.53802], [4.67727, -17.14414, 15.20207], [3.62888, -15.70179, 15.34470], [4.03167, -16.68577, 16.81573]], "lowdin_charge": [-0.0720, -0.4367, -0.2208, -0.1851, -0.1046, 0.0669, 0.0789, 0.0511, 0.0825, 0.1338, 0.1215, 0.1317, 0.0708, 0.0660, 0.0875, 0.0512, 0.0635, -0.1179, -0.1801, -0.2430, -0.2100, -0.0650, -0.1993, -0.2358, -0.2015, -0.0978, 0.0886, 0.0853, 0.0870, 0.1218, 0.1261, 0.1100, 0.1170, 0.1097, 0.0923, 0.1202, 0.1211, 0.1254, 0.0829, 0.0745, 0.0903, -0.0962, -0.1813, -0.2355, -0.1998, -0.0651, -0.2031, -0.2207, -0.2043, -0.1160, 0.0853, 0.0811, 0.0837, 0.1170, 0.1189, 0.1103, 0.1207, 0.1072, 0.1172, 0.1087, 0.1090, 0.1203, 0.0768, 0.0817, 0.0886, -0.1185, -0.2096, -0.2125, -0.2306, -0.0560, -0.1719, -0.2225, -0.1801, -0.1057, 0.0840, 0.0914, 0.0866, 0.1231, 0.1242, 0.1178, 0.1011, 0.1022, 0.1130, 0.1051, 0.1154, 0.1050, 0.0884, 0.0861, 0.0819, -0.1123, -0.1779, -0.2319, -0.2002, -0.0591, -0.1839, -0.2003, -0.2088, -0.1166, 0.0802, 0.0778, 0.0867, 0.1063, 0.1056, 0.1189, 0.1155, 0.0982, 0.1144, 0.0994, 0.1152, 0.1143, 0.0844, 0.0870, 0.0804, -0.1238, -0.1544, -0.2485, -0.2233, -0.0643, -0.2002, -0.2180, -0.2167, -0.0954, 0.0884, 0.0847, 0.0827, 0.1226, 0.1237, 0.1226, 0.1033, 0.1055, 0.1132, 0.1154, 0.1201, 0.1133, 0.0904, 0.0821, 0.0639, -0.1332, -0.1773, -0.1967, -0.2213, -0.0458, -0.1933, -0.2342, -0.2203, -0.0780, 0.0903, 0.0726, 0.0892, 0.1137, 0.1280, 0.1029, 0.1083, 0.1044, 0.1066, 0.1096, 0.0995, 0.1190, 0.0879, 0.0904, 0.0874]}



Record 2
{"formula": "C2H7N2OS", "method": "ωB97M-V/def2-TZVPD", "homo_ev": -14.3, "gap_ev": 10.12, "total_charge": 1, "e_above_lowest_kj_mol": 2.6, "species": ["C", "C", "N", "N", "O", "S", "H", "H", "H", "H", "H", "H", "H"], "positions_angstrom": [[-1.51324, 0.76442, 0.29865], [2.38391, -0.47070, 0.25098], [-2.73233, 0.38862, 0.05244], [1.61230, -1.29881, -0.33723], [-0.59212, 0.53738, -0.51437], [2.22528, 1.22050, 0.10794], [-1.49672, 1.48734, 1.14766], [-3.53659, 0.46345, 0.56106], [-2.85926, -0.06304, -0.80603], [3.33447, -0.81527, 0.58823], [0.82749, -0.94642, -0.96634], [1.58495, -2.34833, -0.27342], [0.76184, 1.08086, -0.10957]], "nbo_charge": [0.5466, 0.0463, -0.7191, -0.6787, -0.6867, 0.1078, 0.1673, 0.4188, 0.4047, 0.2414, 0.4517, 0.4445, 0.2554]}



Record 3
{"formula": "C7H12NS2", "method": "ωB97M-V/def2-TZVPD", "homo_ev": -12.1, "gap_ev": 7.43, "total_charge": 1, "e_above_lowest_kj_mol": 86.9, "species": ["C", "C", "C", "C", "C", "C", "C", "N", "S", "S", "H", "H", "H", "H", "H", "H", "H", "H", "H", "H", "H", "H"], "positions_angstrom": [[1.28474, 0.44194, 1.43336], [0.30076, 0.75448, 0.57982], [-2.66104, -1.64690, 0.04314], [2.30616, -0.46213, 0.86669], [1.93481, -0.43757, -0.61763], [0.68658, 0.29582, -0.73802], [-0.73305, 1.89696, 0.76612], [0.33261, 0.93908, -1.89499], [-1.28193, -2.47277, -0.36204], [-4.38428, -2.09518, -0.19931], [1.28788, 0.60919, 2.50746], [3.25113, 0.03704, 1.03770], [2.29330, -1.45716, 1.30770], [2.64775, 0.12692, -1.13432], [1.77710, -1.41730, -0.98046], [-0.04416, 2.83459, 0.92411], [-1.49621, 1.95073, 1.64344], [-1.36511, 1.90267, -0.21102], [0.82657, 0.69473, -2.77397], [-2.51924, -0.68172, 0.51085], [-0.56488, 1.37872, -1.94487], [-3.87950, -3.19214, -0.76375]], "nbo_charge": [0.0257, -0.1342, -0.4359, -0.4448, -0.5034, 0.4939, -0.6589, -0.6917, -0.0297, 0.1527, 0.2420, 0.2527, 0.2634, 0.2565, 0.2742, 0.2588, 0.2711, 0.2037, 0.4336, 0.1922, 0.4244, 0.1538]}



Record 4
{"formula": "C5H16NO2", "method": "ωB97M-V/def2-TZVPD", "homo_ev": -14.3, "gap_ev": 11.16, "total_charge": 1, "e_above_lowest_kj_mol": 359.6, "species": ["C", "O", "C", "C", "C", "C", "N", "H", "H", "H", "H", "H", "H", "H", "H", "H", "H", "H", "H", "H", "H", "H", "H", "O"], "positions_angstrom": [[1.69497, -1.52773, -0.19801], [1.69791, -1.52002, -1.58360], [0.62216, -0.57042, 0.29104], [1.07492, 0.84725, 0.26621], [0.29867, 1.67296, 1.23329], [0.44056, 3.31953, 0.96064], [-0.53636, -0.80990, -0.73198], [2.65612, -0.98307, 0.34515], [1.61034, -2.59500, 0.19995], [2.69101, -1.48504, -2.02999], [0.24317, -0.68384, 1.35601], [2.05159, 0.92830, 0.60511], [1.16632, 1.18816, -0.79450], [-0.83506, 1.71572, 1.11907], [0.40231, 1.50551, 2.31528], [-0.38589, 3.67442, 0.35726], [0.50928, 3.62713, 1.89544], [1.26856, 3.82103, 0.47251], [-1.44375, -0.88935, -0.21644], [-0.45674, -1.77625, -1.21517], [-0.27544, -0.17412, -1.54519], [-4.68688, -0.27335, -0.33582], [-4.80799, -1.69344, 0.64784], [-4.29041, -1.31587, -0.08786]], "nbo_charge": [-0.0868, -0.7736, -0.0539, -0.4525, -0.4237, -0.5984, -0.7450, 0.1963, 0.1994, 0.5337, 0.2493, 0.2425, 0.2193, 0.2089, 0.2303, 0.2094, 0.2109, 0.2185, 0.4790, 0.4602, 0.4741, 0.4940, 0.4922, -0.9839]}